(1)
A single C11H18OS molecule in a non-equilibrium geometry, computed with the ωB97M-V functional and the def2-TZVPD basis.

XYZ file:
```
31
Properties=species:S:1:pos:R:3:forces:R:3:lowdin_charge:R:1
S 2.168 0.529 -0.483 -4.9932 -0.4054 -2.0636 0.698
O 2.446 1.274 0.710 0.5410 0.9103 1.4326 -0.442
C -2.224 -0.953 -1.202 -0.9180 1.1061 0.6203 -0.107
C 3.199 -0.820 -0.547 0.4780 -1.9775 -1.5709 -0.125
C -2.082 0.510 -0.910 0.7844 -0.8660 -1.3050 -0.127
C -0.173 -1.608 2.128 -0.9679 2.2053 0.0798 -0.102
C -0.656 0.948 -0.624 0.4422 0.9320 -2.1078 -0.220
C -0.760 2.867 0.815 0.6441 -2.8424 1.5892 -0.116
C 0.600 -2.058 0.925 -0.3500 -0.0631 -3.0903 -0.180
C 0.322 0.030 -0.671 1.4405 -0.0498 2.2778 -0.227
C -0.408 2.469 -0.574 -0.1598 0.0395 -1.3309 -0.220
C 0.141 -1.449 -0.570 0.6148 -0.4680 0.1612 -0.272
C -1.294 -1.824 -1.012 3.0193 -2.0372 1.2951 -0.070
H 1.710 -2.035 1.010 -0.7346 0.4451 0.0475 0.091
H -1.064 -0.904 1.948 1.0536 -1.3167 -0.2402 0.107
H -1.518 -2.900 -1.006 0.1024 0.4258 -0.2318 0.115
H -0.493 3.824 1.060 0.0982 2.7069 0.4830 0.045
H -0.193 2.232 1.582 -0.3438 0.6346 -1.2275 0.111
H -2.543 1.048 -1.742 0.2746 0.4394 0.0401 0.124
H -2.738 0.613 -0.098 -0.8378 0.8272 1.4802 0.101
H 2.378 1.593 -1.641 0.8922 0.9220 -0.6334 0.006
H -1.008 3.083 -1.415 1.2401 -1.5449 1.8887 0.163
H -3.214 -1.344 -1.271 -0.7714 0.0518 -0.5906 0.103
H -0.482 -2.464 2.664 -0.7669 -0.8523 0.6049 0.051
H 0.386 -3.108 0.734 0.0277 -0.3059 0.2251 0.092
H 3.201 -1.617 -1.351 -0.4360 1.0960 1.1165 0.082
H -1.756 2.588 1.018 -1.5024 0.4086 0.3939 0.057
H 0.390 -1.028 2.846 0.6080 0.1794 -0.0125 0.066
H 0.882 -1.867 -1.304 -0.7109 -0.1931 0.6353 0.120
H 0.657 2.729 -0.651 -0.2563 -0.3257 -0.6609 0.063
H 4.128 -0.361 -0.364 1.4879 -0.0820 0.6942 0.012
```
Positions in Å, forces in eV/Å.

Output
max |F|	5.42	eV Å⁻¹
LUMO (spin up / spin down)	0.716 / -1.968	eV
energy above the lowest of the compared OMol25 structures with the same formula, charge and spin	3.136	eV
HOMO level (spin up / spin down)	-4.681 / -9.199	eV
spin multiplicity	3

(2)
A gas-phase ion, C11H19BClO2 (charge -1), computed with the ωB97M-V functional and the def2-TZVPD basis.

XYZ file:
```
34
Properties=species:S:1:pos:R:3:forces:R:3:lowdin_charge:R:1
Cl -1.228 -4.634 0.647 -0.1319 -0.1998 -0.1436 0.396
O -1.486 -1.886 1.020 0.0796 -0.1681 0.2495 -0.069
O 0.721 -2.599 0.566 -0.1913 -0.1345 0.0202 -0.071
C 1.996 3.080 1.042 0.2749 -0.5635 -0.2359 0.097
C 1.632 -0.632 -0.512 0.2330 -0.1675 0.1228 -0.136
C -1.422 0.706 -2.110 -0.1451 0.0159 0.1288 -0.082
C 3.413 0.899 0.462 -0.0264 -0.1699 -0.0491 -0.222
C 0.394 -1.423 -0.136 -0.1029 -0.2520 -0.3634 -0.346
C -0.630 -0.798 0.800 0.4303 0.1848 0.1370 -0.350
C 2.597 -0.389 0.651 -0.0267 0.1096 0.0877 -0.186
C 2.640 2.098 0.785 -0.0359 0.3046 -0.0136 -0.151
C -3.398 1.378 -0.725 0.1850 0.0915 0.1897 -0.087
C -1.337 0.485 0.409 -0.2246 -0.3051 -0.0061 -0.113
C -2.222 0.396 -0.839 0.1333 0.2200 -0.1895 -0.406
B -0.523 -2.991 1.296 0.2177 0.6104 0.2249 -1.077
H 4.321 0.871 1.069 -0.0199 0.0834 0.0823 0.107
H -3.092 2.247 -0.133 -0.0116 0.0378 -0.0888 0.070
H -0.623 -0.019 -2.266 -0.0070 0.0886 -0.0560 0.058
H 3.283 -1.230 0.750 -0.0447 -0.0515 -0.0222 0.113
H -2.077 0.709 -2.984 0.0485 -0.1010 -0.0477 0.068
H 2.050 -0.331 1.592 0.0213 -0.0020 0.0032 0.111
H 3.737 0.963 -0.582 0.0540 0.0476 0.0140 0.113
H -0.065 -0.588 1.730 -0.1289 0.1352 0.0081 0.145
H 1.351 0.320 -0.979 -0.1034 -0.0337 0.1142 0.104
H 2.159 -1.210 -1.278 0.0248 0.0933 -0.0582 0.119
H -3.713 1.755 -1.700 -0.1621 -0.1384 -0.0148 0.061
H -2.593 -0.630 -0.894 -0.0707 0.0264 -0.0347 0.137
H -0.126 -1.708 -1.068 -0.0337 0.1716 -0.0005 0.146
H -4.248 0.932 -0.207 -0.0257 -0.0103 -0.0507 0.073
H -0.579 1.272 0.292 -0.0839 0.0277 -0.0261 0.111
H -0.983 1.707 -2.032 0.0718 -0.0323 -0.0184 0.080
H -1.962 0.775 1.260 0.0201 -0.0328 0.0244 0.117
H 1.387 3.923 1.211 -0.1831 0.3041 0.1492 0.008
H -0.302 -3.113 2.497 -0.0349 -0.1900 -0.1372 0.063
```
Positions in Å, forces in eV/Å.

Output
max |F|	0.69	eV Å⁻¹
net charge	-1
LUMO	3.083	eV
energy above the lowest of the compared OMol25 structures with the same formula, charge and spin	0.000	eV
HOMO level	-4.761	eV

(3)
A single C11H19BF2NPSi molecule in a non-equilibrium geometry, computed with the ωB97M-V functional and the def2-TZVPD basis.

XYZ file:
```
36
Properties=species:S:1:pos:R:3:forces:R:3:lowdin_charge:R:1
P 3.271 3.052 3.223 -0.9704 0.2165 2.5106 0.683
Si -0.490 0.076 -1.019 -0.4941 -0.0057 -1.1782 0.559
F 4.029 0.417 0.229 -1.7305 0.2056 1.5649 0.004
F 3.624 0.052 2.472 -0.6272 0.5827 -1.9672 -0.059
N 2.139 2.798 4.375 0.2849 0.6645 -1.1677 -0.349
C 1.672 -0.186 1.018 0.3955 -0.4958 0.4078 -0.148
C -2.736 -3.570 -2.540 0.0371 3.0602 3.1213 -0.072
C -3.850 -3.680 -1.472 2.4192 2.4095 0.3214 -0.083
C 1.285 -0.444 -0.522 1.4613 -0.1633 0.2565 -0.241
C -2.858 -1.541 -0.104 -0.1241 -3.0350 -3.2793 -0.069
C -1.700 -2.406 -2.372 -2.2174 -0.3848 2.1188 -0.081
C -1.728 -1.385 -1.195 -3.1785 -3.3157 0.2320 -0.232
C -0.340 0.842 -2.804 0.2443 -0.5826 -0.5348 -0.200
C -3.911 -2.698 -0.249 2.6209 0.5943 -2.3607 -0.067
C 3.042 0.607 1.248 0.1693 -0.4912 1.3185 -0.400
C -1.309 1.369 0.131 -0.4674 -0.2112 0.4622 -0.214
B 2.843 2.207 1.562 0.4871 -0.8598 -0.9880 -0.109
H -1.196 1.081 1.238 -0.0720 0.7228 -1.5489 0.040
H 1.524 -1.551 -0.763 -0.5540 1.7892 0.3149 0.101
H 0.860 0.391 1.604 1.2800 -0.7734 -0.9704 0.104
H 0.760 0.791 -3.163 -1.7788 0.4323 0.5552 0.040
H -0.847 2.387 -0.109 -0.8256 -1.2861 0.6244 0.046
H -2.915 -0.821 0.775 0.0480 -1.1619 -1.3364 0.074
H 2.430 2.902 0.690 -0.2194 -0.0599 0.0786 0.048
H 3.326 4.470 3.018 0.6685 -0.6668 -0.4281 -0.004
H -0.870 -2.283 -3.148 -1.3610 -0.2766 1.1807 0.084
H -4.734 -2.824 0.546 1.4815 0.2118 -1.5098 0.086
H -2.647 -4.270 -3.446 -0.2985 1.1876 1.6974 0.090
H 1.786 -1.192 1.579 -0.1090 1.6531 -0.9329 0.138
H -2.447 1.345 -0.082 1.8792 0.3469 0.1889 0.053
H 4.525 2.592 3.749 -0.1136 0.3894 -0.7603 -0.004
H -0.932 0.173 -3.532 0.7439 1.2115 1.0329 0.030
H 1.756 3.730 4.626 0.1289 -0.8976 -0.2244 -0.049
H -4.640 -4.492 -1.579 1.2120 1.2631 0.2549 0.081
H -0.760 1.903 -2.819 0.7059 -1.3972 -0.2013 0.035
H 2.003 0.159 -1.203 -1.1257 -0.8763 1.1466 0.084
```
Positions in Å, forces in eV/Å.

Output
max |F|	4.60	eV Å⁻¹
LUMO	-1.347	eV
HOMO level	-8.601	eV